No. 1
# C6H8F3N2O3

An isolated ion of composition C6H8F3N2O3 and charge +1 (ωB97M-V with the def2-TZVPD basis set, the OMol25 dataset).

```
22
Properties=species:S:1:pos:R:3:lowdin_charge:R:1
F -0.701 -2.733 -0.572 0.2158
F 1.363 -2.934 -1.107 0.2232
F 0.047 -1.657 -2.302 0.2070
O 2.031 -1.104 0.273 0.0393
O 2.716 -0.114 -1.587 0.2465
O 4.206 -0.483 -0.076 0.2600
N 0.802 -1.073 -0.206 0.0318
N 3.174 -0.451 -0.615 -0.3206
C -1.322 0.354 -0.623 -0.1120
C -0.108 0.015 0.097 -0.0319
C 0.072 0.832 1.284 -0.0655
C -1.035 1.887 1.055 -0.1535
C 0.344 -2.109 -1.086 -0.6478
C -2.125 1.025 0.404 -0.1674
H -1.832 -0.579 -1.008 0.1668
H -0.963 1.051 -1.362 0.1736
H -0.308 0.023 2.065 0.2228
H -0.698 2.693 0.369 0.1389
H -1.269 2.279 2.060 0.1339
H 1.072 1.120 1.575 0.1406
H -2.432 0.402 1.298 0.1521
H -3.034 1.557 0.062 0.1464
```

Summary:
Max |F| (eV/A): 6.5
Charge: +1
Highest occupied orbital energy (eV): -15.510
Structure (SMILES): O=[N+]([O-])O[N+](=C1CCCC1)C(F)(F)F
Relative energy (zero: lowest compared OMol25 entry of this formula, charge and spin) (eV): 0.000
Spin multiplicity: 1
Frontier orbital gap (eV): 9.66


No. 2
# C30H53Cl24NO3P

C30H53Cl24NO3P as an isolated structure (ωB97M-V with the def2-TZVPD basis set, the OMol25 dataset).

```
112
Properties=species:S:1:pos:R:3:lowdin_charge:R:1
Cl -6.243 -2.407 1.798 0.6995
Cl 1.876 -0.838 2.004 0.5012
Cl 4.786 0.937 -6.531 0.5005
Cl -1.239 2.756 4.841 0.5410
Cl 7.422 -6.557 2.857 0.5095
Cl 3.908 1.252 1.938 0.5167
Cl -3.676 2.259 2.327 0.5859
Cl 4.922 -6.068 1.439 0.4953
Cl -1.074 5.661 4.661 0.5202
Cl 3.726 2.895 5.689 0.5213
Cl 4.454 -3.987 5.561 0.5291
Cl 3.561 -0.010 5.869 0.5566
Cl -2.286 8.810 4.157 0.4859
Cl 6.431 -1.906 6.072 0.5023
Cl 3.742 -4.116 -4.230 0.5399
Cl -3.390 4.729 0.805 0.5442
Cl 1.289 -7.254 -6.807 0.5091
Cl -3.804 7.439 6.234 0.4872
Cl -8.743 -1.918 0.380 0.5108
Cl 2.317 2.486 -6.588 0.4942
Cl 4.708 -2.253 -6.253 0.5233
Cl 1.575 -4.783 -8.328 0.4980
Cl 0.944 -3.198 0.834 0.4951
Cl -0.271 -5.510 -0.460 0.5444
P 1.015 0.735 -2.806 1.0617
O -2.469 3.827 -3.219 -0.2421
O -3.041 -2.047 -2.391 0.0000
O -1.353 0.281 -3.366 -0.1888
N -0.664 0.318 -2.232 -0.4525
C -3.805 4.001 -3.809 -0.2356
C 3.626 -0.523 -3.410 -0.1800
C -4.480 -0.691 2.410 -0.2103
C -2.930 -1.691 0.131 -0.0882
C 1.579 -5.512 -6.718 -1.0601
C -0.278 4.188 5.228 -0.9831
C -4.330 -2.114 3.217 -0.2115
C 2.892 0.238 2.971 -1.0565
C 1.877 1.999 -1.680 -0.2895
C -4.890 3.635 -2.590 -0.0990
C -1.158 1.158 -1.106 -0.1453
C -0.739 -1.153 -1.750 -0.0712
C 1.065 -4.938 0.545 -0.9723
C 3.129 1.017 -7.142 -1.0236
C -2.770 -3.134 0.960 -0.0095
C -1.669 2.823 -3.995 -0.1372
C 2.157 -0.841 -2.718 -0.3796
C 5.126 -3.618 -5.211 -0.9802
C -3.630 8.929 5.299 -1.0184
C -2.288 1.325 -3.655 -0.1225
C -7.980 -2.126 1.962 -0.9584
C 5.685 -6.275 3.020 -1.0479
C -2.263 -1.623 -1.357 -0.1645
C 4.522 1.422 6.257 -0.9775
C -0.517 0.886 0.381 -0.1300
C -3.386 4.001 2.416 -1.0120
C -0.152 2.077 1.250 0.0045
C 5.812 -3.484 6.576 -0.9963
C -3.783 -0.522 0.898 -0.0778
C -3.463 -3.321 2.470 -0.0831
H 2.474 1.431 -0.817 0.0452
H 3.152 1.014 -8.234 0.0359
H 2.251 0.881 3.579 0.0020
H 5.525 -5.371 3.614 -0.0465
H -4.853 -2.250 4.277 0.1106
H 3.563 -0.278 -4.561 0.0005
H -0.562 2.979 -3.662 0.1055
H -5.908 4.201 -2.701 0.0843
H -2.821 1.015 -4.683 0.1699
H -2.198 -4.067 0.501 0.0311
H -0.347 -0.161 0.873 0.0569
H -0.470 -1.773 -2.736 0.1593
H 4.338 -1.466 -3.318 0.0604
H -3.388 -4.352 3.062 0.0968
H -3.442 9.759 5.984 0.0317
H 2.725 2.533 -2.328 0.0815
H 0.086 -1.434 -0.976 0.0733
H -4.354 3.861 -1.547 0.0291
H -3.218 1.430 -2.912 0.1349
H 6.612 -4.223 6.492 0.0347
H 5.499 1.337 5.774 0.0332
H 2.224 -1.283 -1.637 0.0792
H 5.231 -7.132 3.524 0.0335
H -0.901 2.294 -1.368 0.1388
H -4.554 9.110 4.743 0.0305
H 4.651 1.482 7.340 0.0369
H -5.115 2.464 -2.557 0.0751
H 2.009 -5.149 0.037 0.0209
H -0.149 4.248 6.312 0.0363
H 0.902 2.618 1.142 0.0820
H -2.415 4.177 2.884 -0.0693
H 5.476 -3.419 7.613 0.0346
H -8.434 -2.983 2.466 0.0333
H 1.038 -5.460 1.505 0.0394
H -0.956 2.414 2.063 0.0185
H -4.174 4.462 3.017 0.0410
H -1.746 3.116 -5.135 0.1455
H 0.699 4.103 4.745 0.0174
H 4.148 0.422 -2.910 0.0884
H -8.140 -1.222 2.555 0.0349
H -5.101 0.213 2.863 0.0646
H 5.943 -3.322 -4.548 0.0356
H 0.791 -5.051 -6.117 0.0278
H 2.575 0.147 -6.782 0.0173
H -3.972 0.508 0.378 0.0467
H -4.052 5.086 -4.173 0.1299
H 1.636 -1.636 -3.438 0.0866
H -4.054 3.240 -4.678 0.1279
H 1.204 2.851 -1.247 0.0520
H 3.533 -0.364 3.619 -0.0509
H 2.550 -5.336 -6.250 -0.0414
H -2.337 1.126 -0.919 0.1471
H 5.441 -4.458 -5.834 0.0369
```

Summary:
Max |F| (eV/A): 8.6
Charge: +1
Highest occupied orbital energy (eV): -9.855
Relative energy (zero: lowest compared OMol25 entry of this formula, charge and spin) (eV): 12.729
Spin multiplicity: 1
Frontier orbital gap (eV): 6.38